1.
Here is a 10-piece molecular cluster, C30H41N9O8 overall at a distorted geometry from OMol25. Energies are from the ωB97M-V functional and the def2-TZVPD basis.

Results
- highest occupied orbital energy (Eh) = -0.2707
- Kohn-Sham gap (Ha) = 0.270
- SMILES string = Oc1ccc(O)cc1.Oc1ccc(O)cc1.Oc1ccc(O)cc1.NC(N)=O.NC(N)=O.CC#N.CC#N.CC#N.CC#N.CC#N
- LUMO (eV) = 0.0

The geometry in ORCA input format:
```
! wB97M-V def2-TZVPD RIJCOSX def2/J DEFGRID3
* xyz 0 1
C -1.4528 -0.4665 2.9523
O -1.7061 -0.5986 1.7756
N -1.1845 0.6581 3.4727
N -1.6207 -1.4577 3.7857
H -1.0908 0.7169 4.4766
H -1.3234 1.4633 2.8790
H -1.4771 -1.2831 4.7701
H -1.8832 -2.3595 3.4144
C 2.2623 -5.1407 -0.0282
O 1.0679 -5.0984 -0.0741
N 2.8945 -4.0977 0.3486
N 2.9479 -6.1877 -0.2527
H 3.9003 -4.0188 0.3958
H 2.2717 -3.3188 0.5086
H 3.9539 -6.1044 -0.2196
H 2.5278 -7.0911 -0.4187
C 0.7689 -3.6003 4.0404
C 0.3235 -4.1351 2.8306
C -0.4113 -5.3187 2.7438
C -0.5137 -6.1173 3.8849
C -0.1573 -5.5820 5.1392
C 0.5332 -4.3536 5.1655
O 0.7914 -3.8254 6.3937
O -0.8077 -5.8621 1.5827
H 1.3125 -2.6671 4.0310
H 0.4588 -3.4797 1.9829
H -0.9775 -7.0924 3.8604
H -0.3621 -6.1354 6.0437
H 1.0460 -2.9069 6.2785
H -0.2165 -5.4828 0.9283
C 1.5621 5.1280 -4.9834
C 1.0286 6.0967 -4.1172
C 0.3839 5.6644 -2.9923
C 0.2365 4.3129 -2.6945
C 0.6324 3.3635 -3.6314
C 1.3930 3.7709 -4.7245
O 1.7214 2.9203 -5.7164
O -0.1551 6.5787 -2.1204
H 2.1280 5.4744 -5.8355
H 1.1423 7.1534 -4.3095
H -0.2097 4.0384 -1.7501
H 0.4327 2.3327 -3.3785
H 2.1147 2.1409 -5.3170
H -1.0142 6.2876 -1.8062
C -6.1815 0.1857 -0.2495
C -6.6629 0.2787 -1.5387
C -5.7753 0.3600 -2.6274
C -4.3606 0.2375 -2.3947
C -3.9272 0.2252 -1.0768
C -4.8082 0.1518 -0.0053
O -4.3882 0.0129 1.3307
O -6.1097 0.5578 -3.8845
H -6.9070 0.0960 0.5455
H -7.7107 0.4062 -1.7669
H -3.7092 0.3651 -3.2467
H -2.8747 0.0977 -0.8711
H -3.5117 -0.3726 1.2610
H -6.8252 -0.0564 -4.0644
C 1.3247 5.9033 0.5802
C 1.1269 4.5664 1.1611
N 0.9819 3.4774 1.6326
H 1.9568 6.5460 1.1930
H 0.3831 6.4038 0.3543
H 1.8542 5.7033 -0.3513
C -1.6876 -3.5777 -0.4337
C -2.2031 -4.3989 -1.5935
N -2.6886 -4.9869 -2.4632
H -2.2770 -2.6866 -0.6499
H -0.6118 -3.4147 -0.4987
H -2.0554 -3.8179 0.5639
C 0.6045 1.0062 -0.4571
C 1.0193 -0.3770 -0.1378
N 1.2710 -1.4683 0.1344
H 1.3344 1.7278 -0.0901
H -0.4237 1.2601 -0.1992
H 0.6660 1.1535 -1.5353
C 4.7490 3.2178 -3.9123
C 4.1261 2.7141 -2.6635
N 3.5187 2.2888 -1.7364
H 4.2225 4.0467 -4.3853
H 4.9298 2.4893 -4.7026
H 5.7799 3.4940 -3.6906
C 3.8495 2.2055 1.7688
C 3.5163 1.5576 3.0044
N 3.3105 0.9355 4.0566
H 3.4914 1.7331 0.8541
H 4.9375 2.2047 1.7033
H 3.4728 3.2284 1.7682
*
```

Charges in e, computed with Löwdin, in the same order as the atoms: atom 1 (C): -0.79, atom 2 (O): 0.00, atom 3 (N): 0.20, atom 4 (N): 0.20, atom 5 (H): 0.12, atom 6 (H): 0.13, atom 7 (H): 0.12, atom 8 (H): 0.12, atom 9 (C): -0.81, atom 10 (O): 0.03, atom 11 (N): 0.19, atom 12 (N): 0.20, atom 13 (H): 0.12, atom 14 (H): 0.05, atom 15 (H): 0.12, atom 16 (H): 0.14, atom 17 (C): -0.04, atom 18 (C): -0.04, atom 19 (C): -0.34, atom 20 (C): 0.00, atom 21 (C): 0.00, atom 22 (C): -0.35, atom 23 (O): 0.03, atom 24 (O): 0.03, atom 25 (H): 0.12, atom 26 (H): 0.08, atom 27 (H): 0.11, atom 28 (H): 0.11, atom 29 (H): 0.09, atom 30 (H): 0.02, atom 31 (C): -0.01, atom 32 (C): 0.00, atom 33 (C): -0.35, atom 34 (C): -0.01, atom 35 (C): -0.01, atom 36 (C): -0.37, atom 37 (O): 0.05, atom 38 (O): 0.01, atom 39 (H): 0.12, atom 40 (H): 0.12, atom 41 (H): 0.11, atom 42 (H): 0.10, atom 43 (H): 0.10, atom 44 (H): 0.11, atom 45 (C): -0.02, atom 46 (C): -0.02, atom 47 (C): -0.36, atom 48 (C): 0.01, atom 49 (C): -0.04, atom 50 (C): -0.29, atom 51 (O): 0.02, atom 52 (O): 0.05, atom 53 (H): 0.11, atom 54 (H): 0.11, atom 55 (H): 0.11, atom 56 (H): 0.10, atom 57 (H): 0.03, atom 58 (H): 0.11, atom 59 (C): -0.06, atom 60 (C): -0.22, atom 61 (N): 0.15, atom 62 (H): 0.09, atom 63 (H): 0.08, atom 64 (H): 0.08, atom 65 (C): -0.06, atom 66 (C): -0.25, atom 67 (N): 0.10, atom 68 (H): 0.06, atom 69 (H): 0.04, atom 70 (H): 0.08, atom 71 (C): -0.07, atom 72 (C): -0.21, atom 73 (N): 0.17, atom 74 (H): 0.02, atom 75 (H): 0.08, atom 76 (H): 0.05, atom 77 (C): -0.06, atom 78 (C): -0.21, atom 79 (N): 0.16, atom 80 (H): 0.07, atom 81 (H): 0.09, atom 82 (H): 0.08, atom 83 (C): -0.12, atom 84 (C): -0.26, atom 85 (N): 0.10, atom 86 (H): 0.04, atom 87 (H): 0.09, atom 88 (H): 0.05


2.
Here is C30H42BGeNO4PRuSe as an isolated structure from OMol25. Energies are from the ωB97M-V functional and the def2-TZVPD basis.

Results
- highest occupied orbital energy (Eh) = -0.4090
- Kohn-Sham gap (Ha) = 0.316
- LUMO (eV) = -2.5

The geometry in ORCA input format:
```
! wB97M-V def2-TZVPD RIJCOSX def2/J DEFGRID3
* xyz 1 1
Ru -0.8140 1.5522 0.2850
C 5.5791 2.1799 -0.1696
Ge 4.1569 2.7601 -1.3767
C 4.5505 2.2702 -3.2213
C 3.8693 4.6866 -1.2395
C 2.5028 1.7760 -0.8589
Se 1.1725 2.8704 0.0154
C 2.0363 2.9816 1.7456
H 6.5161 2.6779 -0.4191
H 5.7293 1.1034 -0.2534
H 5.3327 2.4124 0.8674
H 5.3807 2.8662 -3.6005
H 3.6841 2.4465 -3.8588
H 4.8249 1.2175 -3.2936
H 4.7624 5.2025 -1.5937
H 3.6812 5.0097 -0.2155
H 3.0278 5.0003 -1.8570
H 2.7293 0.9490 -0.1899
H 2.0104 1.3710 -1.7435
H 2.9691 3.5330 1.6545
H 2.2230 1.9768 2.1215
H 1.3552 3.5186 2.4025
O -1.6648 3.3477 0.9860
C -1.9891 3.6387 -0.1977
O -1.6359 2.8583 -1.1255
H -2.5619 4.5430 -0.4260
C -3.6394 1.0125 -3.0597
C -3.5894 -0.2321 -2.1873
C -4.4263 -1.3299 -2.8164
O -2.2048 -0.6828 -2.1655
B -1.6540 -0.3651 -0.9683
O -2.5916 0.1502 -0.0428
C -3.9141 0.0323 -0.6668
C -4.6975 1.2955 -0.3857
C -4.5521 -1.1612 0.0296
H -3.3056 0.7448 -4.0619
H -2.9882 1.7954 -2.6787
H -4.6577 1.3958 -3.1304
H -4.1024 -1.4760 -3.8462
H -5.4787 -1.0415 -2.8308
H -4.3274 -2.2757 -2.2887
H -4.2303 2.1693 -0.8335
H -4.7655 1.4439 0.6925
H -5.7100 1.2052 -0.7823
H -3.9390 -2.0567 -0.0908
H -5.5478 -1.3648 -0.3617
H -4.6330 -0.9456 1.0956
N -0.2757 -0.4412 -0.5748
P 0.1675 -1.4320 0.5919
C -0.8268 -1.0814 2.0619
C -0.8937 0.2555 2.4683
C -1.7893 0.6579 3.4417
C -2.6300 -0.2831 4.0252
C -2.5740 -1.6091 3.6265
C -1.6801 -2.0100 2.6392
C -0.0184 -3.1516 0.1204
C 0.4924 -4.1459 0.9571
C 0.3419 -5.4788 0.6170
C -0.3091 -5.8226 -0.5621
C -0.8043 -4.8365 -1.4014
C -0.6629 -3.4970 -1.0646
C 1.8964 -1.2457 1.0190
C 2.8308 -1.5553 0.0276
C 4.1834 -1.4682 0.3020
C 4.6111 -1.0718 1.5654
C 3.6870 -0.7779 2.5556
C 2.3263 -0.8735 2.2878
H -0.1809 1.0160 2.1110
H -1.8339 1.6981 3.7361
H -3.3325 0.0241 4.7883
H -3.2354 -2.3373 4.0771
H -1.6633 -3.0421 2.3128
H 1.0151 -3.8775 1.8687
H 0.7379 -6.2496 1.2644
H -0.4208 -6.8651 -0.8296
H -1.2969 -5.1070 -2.3258
H -1.0347 -2.7333 -1.7349
H 2.4934 -1.8597 -0.9567
H 4.9069 -1.7117 -0.4649
H 5.6697 -1.0016 1.7786
H 4.0212 -0.4853 3.5421
H 1.6089 -0.6626 3.0714
*
```

Charges in e, computed with Löwdin, in the same order as the atoms: atom 1 (Ru): 0.93, atom 2 (C): -0.21, atom 3 (Ge): 0.76, atom 4 (C): -0.21, atom 5 (C): -0.23, atom 6 (C): -0.53, atom 7 (Se): 1.00, atom 8 (C): -0.32, atom 9 (H): 0.03, atom 10 (H): 0.00, atom 11 (H): 0.02, atom 12 (H): 0.02, atom 13 (H): 0.02, atom 14 (H): 0.02, atom 15 (H): 0.03, atom 16 (H): 0.01, atom 17 (H): 0.02, atom 18 (H): -0.01, atom 19 (H): 0.03, atom 20 (H): 0.02, atom 21 (H): 0.01, atom 22 (H): 0.04, atom 23 (O): -0.15, atom 24 (C): -0.49, atom 25 (O): -0.16, atom 26 (H): 0.15, atom 27 (C): 0.00, atom 28 (C): -0.43, atom 29 (C): 0.00, atom 30 (O): 0.15, atom 31 (B): -0.94, atom 32 (O): 0.01, atom 33 (C): -0.42, atom 34 (C): 0.01, atom 35 (C): 0.00, atom 36 (H): 0.10, atom 37 (H): 0.07, atom 38 (H): 0.10, atom 39 (H): 0.10, atom 40 (H): 0.10, atom 41 (H): 0.09, atom 42 (H): 0.07, atom 43 (H): 0.10, atom 44 (H): 0.11, atom 45 (H): 0.10, atom 46 (H): 0.10, atom 47 (H): 0.09, atom 48 (N): -0.05, atom 49 (P): 0.94, atom 50 (C): -0.27, atom 51 (C): -0.17, atom 52 (C): -0.04, atom 53 (C): -0.05, atom 54 (C): -0.05, atom 55 (C): -0.05, atom 56 (C): -0.29, atom 57 (C): -0.08, atom 58 (C): -0.06, atom 59 (C): -0.06, atom 60 (C): -0.05, atom 61 (C): -0.05, atom 62 (C): -0.30, atom 63 (C): -0.09, atom 64 (C): -0.07, atom 65 (C): -0.07, atom 66 (C): -0.06, atom 67 (C): -0.08, atom 68 (H): 0.06, atom 69 (H): 0.12, atom 70 (H): 0.12, atom 71 (H): 0.12, atom 72 (H): 0.11, atom 73 (H): 0.12, atom 74 (H): 0.11, atom 75 (H): 0.11, atom 76 (H): 0.11, atom 77 (H): 0.10, atom 78 (H): 0.12, atom 79 (H): 0.12, atom 80 (H): 0.12, atom 81 (H): 0.11, atom 82 (H): 0.11


3.
Here is C30H42BrClN2OsP2 as an isolated structure at a distorted geometry from OMol25. Energies are from the ωB97M-V functional and the def2-TZVPD basis.

Results
- highest occupied orbital energy (spin up / spin down) (Eh) = -0.6967 / -0.7086
- Kohn-Sham gap (spin up / spin down) (Ha) = 0.229 / 0.185
- LUMO (spin up / spin down) (eV) = -12.7 / -14.3

The geometry in ORCA input format:
```
! wB97M-V def2-TZVPD RIJCOSX def2/J DEFGRID3
* xyz 4 5
C -0.0147 6.5176 -3.3871
C -0.0522 5.1682 -3.8058
C -0.5176 4.8977 -5.1053
C -0.9712 5.9603 -5.8992
N -0.9319 7.2210 -5.4744
C -0.4883 7.5113 -4.2547
C 0.3215 4.0899 -2.9110
C 0.7017 3.3693 -1.9973
C 0.9030 2.5946 -0.8486
C 1.5401 3.0826 0.3047
C 1.1271 2.5665 1.5343
C 0.2289 1.5252 1.4646
C -0.7419 1.3375 0.3035
C 0.0600 1.4711 -0.8800
Os -0.2813 -0.2704 1.1884
P 1.8809 -1.0159 1.0874
H -0.5509 3.8765 -5.4926
H 0.3582 6.7930 -2.3955
H -1.3749 5.7666 -6.8917
H -0.5049 8.5540 -3.9361
H -0.2811 1.0486 -1.8165
H 2.2848 3.8774 0.2337
H -1.7473 1.7566 0.3003
H 1.5418 2.8823 2.4841
C 1.9161 -2.5591 2.1272
C 2.8241 -3.6781 1.6356
H 0.8689 -2.8984 2.2191
H 2.2101 -2.2106 3.1305
H 2.7797 -4.4981 2.3596
H 2.5054 -4.0784 0.6681
H 3.8738 -3.3685 1.5642
C 2.2267 -1.3626 -0.6871
C 3.0790 -0.3233 -1.4064
H 1.2423 -1.4053 -1.1785
H 2.6617 -2.3706 -0.7515
H 3.0766 -0.5493 -2.4793
H 2.6605 0.6823 -1.2758
H 4.1218 -0.3306 -1.0659
C 3.3926 -0.1241 1.6613
C 4.7235 -0.8886 1.6525
H 3.1458 0.1913 2.6907
H 3.4622 0.8004 1.0707
H 5.5415 -0.1737 1.8310
H 4.7700 -1.6317 2.4571
H 4.9331 -1.3835 0.6946
Br 0.9793 0.5438 3.8134
P -1.9251 -3.0132 -0.8128
C -0.1901 -3.6152 -0.8842
C -0.0689 -5.0921 -1.2655
H 0.2799 -3.4125 0.0940
H 0.3150 -3.0037 -1.6437
H 0.9869 -5.3370 -1.4461
H -0.4435 -5.7453 -0.4684
H -0.6288 -5.2973 -2.1857
C -2.2742 -2.7906 0.9606
C -3.6674 -3.3444 1.3103
H -2.1470 -1.6984 1.1740
H -1.5008 -3.3331 1.5278
H -3.8240 -3.3307 2.3951
H -4.4689 -2.7626 0.8332
H -3.7493 -4.3861 0.9672
C -1.9395 -1.3491 -1.5919
C -2.3257 -1.4248 -3.0753
H -0.9515 -0.8831 -1.4315
H -2.6830 -0.7558 -1.0360
H -2.6152 -0.4297 -3.4289
H -1.4895 -1.7760 -3.6917
H -3.1780 -2.0996 -3.2211
Cl -3.6363 3.3410 4.0781
C -3.1580 1.7128 3.8695
C -3.5128 0.7264 4.7887
C -3.0235 -0.5612 4.5740
C -2.2010 -0.8140 3.4836
N -1.9347 0.1298 2.5443
C -2.3834 1.3899 2.7499
H -4.1288 0.9864 5.6332
H -3.2373 -1.3957 5.2431
H -1.7103 -1.7847 3.3413
H -2.0700 2.1843 2.0783
*
```

Charges in e, computed with Löwdin, in the same order as the atoms: atom 1 (C): 0.09, atom 2 (C): -0.16, atom 3 (C): 0.08, atom 4 (C): 0.01, atom 5 (N): 0.25, atom 6 (C): 0.02, atom 7 (C): 0.12, atom 8 (C): 0.08, atom 9 (C): -0.21, atom 10 (C): 0.07, atom 11 (C): -0.08, atom 12 (C): -0.42, atom 13 (C): -0.39, atom 14 (C): -0.04, atom 15 (Os): 1.19, atom 16 (P): 0.82, atom 17 (H): 0.15, atom 18 (H): 0.15, atom 19 (H): 0.16, atom 20 (H): 0.17, atom 21 (H): 0.12, atom 22 (H): 0.16, atom 23 (H): 0.14, atom 24 (H): 0.11, atom 25 (C): -0.37, atom 26 (C): -0.10, atom 27 (H): 0.05, atom 28 (H): 0.09, atom 29 (H): 0.11, atom 30 (H): 0.07, atom 31 (H): 0.08, atom 32 (C): -0.38, atom 33 (C): -0.10, atom 34 (H): 0.02, atom 35 (H): 0.10, atom 36 (H): 0.10, atom 37 (H): 0.05, atom 38 (H): 0.09, atom 39 (C): -0.39, atom 40 (C): -0.10, atom 41 (H): 0.00, atom 42 (H): 0.08, atom 43 (H): 0.11, atom 44 (H): 0.08, atom 45 (H): 0.08, atom 46 (Br): 0.52, atom 47 (P): 1.24, atom 48 (C): -0.38, atom 49 (C): -0.10, atom 50 (H): 0.05, atom 51 (H): 0.08, atom 52 (H): 0.10, atom 53 (H): 0.09, atom 54 (H): 0.09, atom 55 (C): -0.41, atom 56 (C): -0.10, atom 57 (H): 0.02, atom 58 (H): 0.09, atom 59 (H): 0.09, atom 60 (H): 0.10, atom 61 (H): 0.10, atom 62 (C): -0.39, atom 63 (C): -0.11, atom 64 (H): 0.03, atom 65 (H): 0.10, atom 66 (H): 0.09, atom 67 (H): 0.09, atom 68 (H): 0.09, atom 69 (Cl): 0.81, atom 70 (C): -0.61, atom 71 (C): 0.01, atom 72 (C): 0.02, atom 73 (C): -0.16, atom 74 (N): -0.14, atom 75 (C): -0.15, atom 76 (H): 0.14, atom 77 (H): 0.14, atom 78 (H): 0.11, atom 79 (H): 0.10


One value per record, in order, for ΔE to the lowest compared entry with this formula, charge and spin: 1.655 0.324 0.055 eV.